(1)
Entry from the Open Molecules 2025 dataset: 2 unconnected molecules or ions with the total composition C6H11N3O (ωB97M-V/def2-TZVPD).

The calculation puts the total energy at -12916.4241 eV. Its SMILES is N#C[C@]12C[C@H]1NCCN2.O. The highest occupied orbital energy is -9.28 eV. Its lowest unoccupied orbital energy is 0.642 eV. The value obtained for the gap between HOMO and LUMO is 9.93 eV. The value obtained for the max |F| is 2.492 eV/A. The value obtained for the energy above the lowest of the compared OMol25 structures with the same formula, charge and spin is 252.9 kJ/mol.

Last column: natural (NBO) charge in e.
Cartesian coordinates (Å):
N1 3.132255 -0.260993 0.187230  -0.3631
C1 1.974713 -0.124034 0.283400  0.3226
C2 0.565850 -0.190993 0.657048  -0.0296
C3 0.097231 -1.413562 1.434920  -0.4214
C4 -0.275539 -1.273697 -0.008610  -0.0301
N2 -1.619800 -0.947546 -0.393688  -0.6267
C5 -1.867209 0.476395 -0.582082  -0.2269
C6 -1.461443 1.220976 0.673269  -0.2275
N3 -0.011527 1.113054 0.874628  -0.5975
H1 0.837146 -2.160352 1.720968  0.2347
H2 -0.688758 -1.215918 2.165448  0.2310
H3 0.265935 -1.912406 -0.709382  0.2178
H4 -1.883990 -1.475139 -1.216588  0.3772
H5 -1.312825 0.893221 -1.444372  0.1753
H6 -2.938503 0.627659 -0.765422  0.2105
H7 -1.709533 2.286221 0.578011  0.2114
H8 -2.027958 0.817984 1.530264  0.1735
H9 0.239517 1.453862 1.798164  0.3713
O1 2.967550 1.030649 -2.444448  -0.9619
H10 2.130166 0.520636 -2.532253  0.4635
H11 3.586721 0.533982 -1.806508  0.4960

Cartesian forces (eV/Å) of the 6 atoms listed first:
-2.313 0.437 -0.057
2.120 -0.998 0.731
-0.205 0.391 -0.329
0.213 -0.202 0.212
0.268 0.084 -0.160
-0.201 -0.177 -0.058

---

(2)
Entry from the Open Molecules 2025 dataset: a single C6H5Cl molecule (ωB97M-V/def2-TZVPD).

The calculation puts the total energy at -18819.9930 eV. Its SMILES is C#C/C(Cl)=C/C=C. The highest occupied orbital energy is -8.97 eV. Its lowest unoccupied orbital energy is -0.047 eV. The value obtained for the gap between HOMO and LUMO is 8.92 eV. The value obtained for the max |F| is 5.191 eV/A. The value obtained for the energy above the lowest of the compared OMol25 structures with the same formula, charge and spin is 226.4 kJ/mol.

Last column: natural (NBO) charge in e.
Cartesian coordinates (Å):
C1 2.795467 0.676793 -1.381474  -0.2003
C2 1.654458 0.520466 -1.040359  -0.0856
C3 0.413443 0.211956 -0.247831  -0.0377
Cl1 -0.679343 -0.864028 -1.227371  -0.0276
C4 0.162448 0.645780 0.994120  -0.2361
C5 -0.936234 0.424558 2.031972  -0.2215
C6 -2.047028 -0.400419 1.939505  -0.3806
H1 3.932653 1.263278 -1.522185  0.2872
H2 0.778200 1.474756 1.424706  0.2359
H3 -0.607196 0.833364 3.230774  0.2180
H4 -2.287402 -1.082487 1.077643  0.2374
H5 -2.522734 -0.275239 2.878774  0.2109

Cartesian forces (eV/Å) of the 6 atoms listed first:
4.297 2.878 -0.444
-1.845 -0.447 2.136
0.707 -0.385 -1.886
0.704 0.740 1.197
-0.713 1.308 1.639
0.389 -1.458 1.072

---

(3)
Entry from the Open Molecules 2025 dataset: a gas-phase ion, C4H9FN (charge +1) (ωB97M-V/def2-TZVPD).

The calculation puts the total energy at -8493.0543 eV. Its SMILES is C=C(F)C[NH2+]C. The highest occupied orbital energy is -14.43 eV. Its lowest unoccupied orbital energy is -3.756 eV. The value obtained for the gap between HOMO and LUMO is 10.68 eV. The value obtained for the max |F| is 3.805 eV/A. The value obtained for the energy above the lowest of the compared OMol25 structures with the same formula, charge and spin is 164.3 kJ/mol. Its net charge is +1.

Last column: natural (NBO) charge in e.
Cartesian coordinates (Å):
C1 0.354524 2.028898 -1.813512  -0.4016
C2 0.051053 0.853250 -1.308877  0.3344
F1 0.019341 -0.215756 -2.145818  -0.3413
C3 -0.504515 0.454271 0.049843  -0.2723
N1 0.215714 -0.819015 0.427585  -0.5400
C4 -0.203496 -1.462703 1.711231  -0.4667
H1 0.730410 1.983603 -2.810084  0.2441
H2 0.608566 2.942020 -1.290053  0.2444
H3 -0.240039 1.200961 0.686804  0.2384
H4 -1.650529 0.230512 0.004109  0.2582
H5 1.346760 -0.661177 0.488800  0.4670
H6 0.081944 -1.520523 -0.405625  0.4713
H7 -1.290776 -1.716944 1.842559  0.2596
H8 0.437595 -2.420834 1.961562  0.2589
H9 0.043448 -0.876565 2.601476  0.2457

Cartesian forces (eV/Å) of the 6 atoms listed first:
1.349 -0.148 0.482
-1.278 0.044 0.300
-0.005 -0.303 0.000
-1.252 -2.126 -2.896
2.333 -1.489 -0.760
0.595 -2.301 2.138

---

(4)
Entry from the Open Molecules 2025 dataset: 2 unconnected molecules or ions with the total composition C17H16FN3 (ωB97M-V/def2-TZVPD).

The calculation puts the total energy at -25073.8937 eV. Its SMILES is N#CC(F)(C#N)c1ccccc1.Cc1cc(C)nc(C)c1. The highest occupied orbital energy is -8.51 eV. Its lowest unoccupied orbital energy is -0.143 eV. The value obtained for the gap between HOMO and LUMO is 8.36 eV. The value obtained for the max |F| is 2.621 eV/A. The value obtained for the energy above the lowest of the compared OMol25 structures with the same formula, charge and spin is 116.8 kJ/mol.

Last column: natural (NBO) charge in e.
Cartesian coordinates (Å):
N1 -4.106137 2.623315 -1.467766  -0.2346
C1 -3.133712 2.158907 -1.908486  0.2421
C2 -1.925442 1.440651 -2.346964  0.1603
F1 -1.752881 0.418427 -1.398871  -0.3103
C3 -0.754625 2.327363 -2.238331  0.2453
N2 0.236535 2.892423 -2.070578  -0.2303
C4 -2.060379 0.749913 -3.680925  -0.0731
C5 -0.936882 0.599617 -4.499231  -0.1781
C6 -0.854529 -0.532433 -5.312367  -0.2066
C7 -1.888082 -1.472932 -5.314294  -0.1824
C8 -3.094551 -1.176441 -4.669343  -0.2059
C9 -3.202094 -0.032127 -3.878606  -0.1706
H1 -0.148812 1.350178 -4.463903  0.2354
H2 0.027718 -0.682321 -5.919703  0.2251
H3 -1.756312 -2.428761 -5.815440  0.2238
H4 -3.943466 -1.843213 -4.761841  0.2256
H5 -4.132327 0.241316 -3.376539  0.2341
C10 3.174706 -1.916582 5.118864  -0.6383
C11 2.416077 -1.085736 4.117492  0.0497
C12 3.068235 -0.217166 3.211134  -0.3068
C13 2.260317 0.668477 2.450940  0.2567
C14 2.656725 1.377055 1.184165  -0.6464
N3 0.988285 0.871122 2.787900  -0.4667
C15 0.332916 -0.191046 3.251587  0.2576
C16 -1.080980 -0.277238 2.747793  -0.6456
C17 1.005579 -1.135664 4.067186  -0.3129
H6 4.249825 -1.735818 5.047273  0.2161
H7 2.881263 -1.684041 6.150135  0.2258
H8 3.003417 -2.990112 4.979069  0.2224
H9 4.154336 -0.213717 3.092837  0.2161
H10 3.719564 1.625825 1.154533  0.2101
H11 2.433430 0.743906 0.307275  0.2276
H12 2.038633 2.281492 1.055196  0.2420
H13 -1.741498 -0.787510 3.447404  0.2100
H14 -1.454089 0.734285 2.525412  0.2387
H15 -1.114355 -0.825820 1.793644  0.2280
H16 0.433595 -1.875596 4.633350  0.2161

Cartesian forces (eV/Å) of the 6 atoms listed first:
1.834 -0.766 -0.997
-2.104 0.850 1.011
-0.323 0.174 0.024
0.166 0.288 -0.159
1.073 0.199 0.308
-0.865 -0.271 -0.279